(1)
DFT (the ωB97M-V functional and the def2-TZVPD basis) results for a structure of composition C51H53AsIrNO2PSb at a distorted geometry.

Element x y z (Å)
Ir 0.374 0.758 1.121
O -2.048 -0.033 -2.009
C -1.514 0.366 -0.998
O -0.364 -0.100 -0.571
C -2.097 1.498 -0.190
C -3.337 2.030 -0.461
C -3.771 3.118 0.290
C -2.938 3.648 1.262
C -1.709 3.055 1.489
N -1.309 1.991 0.788
H -3.936 1.596 -1.249
H -4.745 3.553 0.108
H -3.233 4.510 1.843
H -1.016 3.432 2.230
C -4.179 -1.185 3.899
C -3.680 -0.221 4.765
C -2.371 0.223 4.634
C -1.574 -0.316 3.629
C -2.070 -1.278 2.751
C -3.378 -1.714 2.894
As 0.250 0.232 3.465
C 0.793 1.505 4.771
C 0.351 2.801 4.983
C 0.911 3.535 6.018
C 1.898 2.967 6.816
C 2.331 1.665 6.602
C 1.781 0.914 5.572
C 2.132 -0.491 5.252
C 3.009 -1.294 5.969
C 3.236 -2.601 5.559
C 2.596 -3.128 4.443
C 1.703 -2.346 3.723
C 1.487 -1.044 4.139
H -5.196 -1.534 4.014
H -4.306 0.178 5.551
H -1.976 0.958 5.325
H -1.444 -1.701 1.972
H -3.771 -2.473 2.231
H -0.438 3.234 4.381
H 0.573 4.544 6.212
H 2.328 3.544 7.623
H 3.088 1.241 7.247
H 3.512 -0.914 6.848
H 3.915 -3.224 6.126
H 2.779 -4.152 4.148
H 1.183 -2.760 2.867
C 2.662 -1.317 -3.972
C 1.490 -1.690 -4.866
C 1.634 -1.165 -6.289
Sb -0.407 -0.997 -4.049
C -1.899 -2.468 -4.526
C -1.637 -3.775 -3.786
C -1.941 -2.661 -6.041
C -0.984 0.788 -5.104
C -2.486 1.025 -5.091
C -0.198 1.989 -4.585
H 3.581 -1.737 -4.385
H 2.547 -1.698 -2.954
H 2.793 -0.234 -3.923
H 1.337 -2.773 -4.861
H 1.806 -0.087 -6.300
H 0.778 -1.389 -6.926
H 2.506 -1.636 -6.750
H -2.833 -2.026 -4.173
H -0.705 -4.240 -4.116
H -2.440 -4.484 -3.995
H -1.590 -3.637 -2.704
H -1.023 -3.124 -6.410
H -2.104 -1.731 -6.589
H -2.763 -3.335 -6.292
H -0.658 0.567 -6.127
H -2.819 1.377 -4.114
H -3.064 0.136 -5.342
H -2.732 1.792 -5.828
H -0.448 2.196 -3.540
H -0.452 2.880 -5.162
H 0.882 1.844 -4.658
C 3.553 3.925 -2.367
C 2.308 3.309 -2.351
C 2.015 2.359 -1.386
C 2.963 2.031 -0.416
C 4.216 2.651 -0.440
C 4.508 3.590 -1.416
P 2.663 0.740 0.808
C 3.202 -0.848 0.164
C 4.549 -0.994 -0.175
C 4.999 -2.198 -0.690
C 4.111 -3.255 -0.865
C 2.772 -3.108 -0.532
C 2.313 -1.903 -0.020
C 3.584 1.154 2.284
C 4.318 0.180 2.962
C 5.061 0.539 4.076
C 5.049 1.852 4.529
C 4.290 2.817 3.875
C 3.562 2.474 2.751
H 3.780 4.666 -3.120
H 1.566 3.570 -3.093
H 1.051 1.863 -1.417
H 4.963 2.412 0.307
H 5.479 4.064 -1.431
H 5.248 -0.177 -0.038
H 6.042 -2.314 -0.951
H 4.469 -4.195 -1.262
H 2.085 -3.933 -0.667
H 1.260 -1.793 0.222
H 4.334 -0.844 2.611
H 5.657 -0.206 4.585
H 5.643 2.128 5.390
H 4.287 3.839 4.229
H 3.000 3.236 2.223

Output
LUMO (alpha / beta)   -10.8 / -11.7 eV
Net charge   +3
Energy relative to the best compared isomer or geometry (same formula, charge and spin)   18.07 kcal per mole
<S²>   0.996
Spin multiplicity   2
Kohn-Sham gap (alpha / beta)   3.8899 / 2.7606 eV


(2)
DFT (the ωB97M-V functional and the def2-TZVPD basis) results for a structure of composition C51H53N4O4PSW at a distorted geometry.

Element x y z (Å)
W -0.101 -0.460 0.227
O 3.606 -2.138 1.252
C 2.666 -1.388 0.707
O 1.403 -1.521 1.001
C 2.928 -0.383 -0.258
C 4.143 0.025 -0.823
C 4.109 1.002 -1.823
C 2.917 1.585 -2.199
C 1.724 1.187 -1.548
N 1.721 0.168 -0.621
C 0.429 1.703 -1.704
O 0.183 2.693 -2.557
O -0.519 1.189 -0.952
H 3.252 -2.816 1.851
H 5.063 -0.425 -0.488
H 5.031 1.306 -2.291
H 2.856 2.346 -2.957
H -0.772 2.855 -2.620
S -0.789 -0.353 2.736
C -2.341 -0.205 2.024
C -3.516 -0.153 2.778
C -4.724 -0.225 2.129
C -4.723 -0.353 0.737
C -3.530 -0.336 0.055
N -2.325 -0.238 0.663
H -3.442 -0.098 3.851
H -5.650 -0.202 2.683
H -5.646 -0.471 0.194
H -3.514 -0.422 -1.021
C 2.654 -3.105 -4.040
C 2.237 -2.208 -2.861
C 1.607 -3.124 -1.804
C 1.415 -1.053 -3.428
C 2.053 -0.332 -4.434
C 1.385 0.610 -5.186
C 0.024 0.756 -5.014
C -0.667 0.106 -3.994
C -2.182 0.307 -4.044
C -2.993 -0.995 -4.092
C -2.753 1.258 -2.986
C 0.089 -0.699 -3.105
N -0.440 -1.155 -1.849
C -1.275 -2.170 -1.880
C -1.712 -2.746 -0.699
C -2.711 -3.720 -0.535
C -2.636 -4.119 0.772
C -1.555 -3.439 1.380
N -1.027 -2.525 0.513
C -1.019 -4.021 2.668
C -2.172 -4.178 3.676
C -0.488 -5.419 2.279
C 0.130 -3.273 3.340
H 3.206 -3.964 -3.675
H 3.280 -2.581 -4.752
H 1.775 -3.466 -4.564
H 3.148 -1.772 -2.433
H 0.790 -3.705 -2.227
H 1.236 -2.584 -0.927
H 2.363 -3.834 -1.470
H 3.096 -0.516 -4.634
H 1.908 1.179 -5.936
H -0.525 1.395 -5.689
H -2.366 0.787 -5.010
H -3.204 -1.390 -3.101
H -2.476 -1.751 -4.679
H -3.947 -0.801 -4.577
H -2.380 1.019 -1.991
H -3.840 1.184 -2.986
H -2.508 2.295 -3.223
H -1.564 -2.613 -2.828
H -3.378 -4.058 -1.303
H -3.253 -4.857 1.239
H -2.848 -4.985 3.409
H -2.756 -3.261 3.754
H -1.762 -4.405 4.655
H -1.243 -6.021 1.785
H -0.175 -5.942 3.178
H 0.364 -5.331 1.608
H -0.239 -2.498 4.003
H 0.780 -2.823 2.595
H 0.715 -3.965 3.941
C 3.831 1.729 4.628
C 3.397 2.961 4.164
C 2.413 3.039 3.196
C 1.841 1.871 2.690
C 2.274 0.637 3.168
C 3.267 0.568 4.128
P 0.548 1.934 1.402
C -0.921 2.691 2.200
C -0.862 3.292 3.452
C -1.982 3.923 3.968
C -3.173 3.930 3.261
C -3.242 3.319 2.018
C -2.122 2.708 1.486
C 1.129 3.381 0.418
C 0.247 4.374 -0.007
C 0.719 5.484 -0.684
C 2.069 5.608 -0.973
C 2.952 4.621 -0.561
C 2.490 3.515 0.129
H 4.605 1.673 5.375
H 3.826 3.870 4.556
H 2.097 4.005 2.826
H 1.818 -0.278 2.805
H 3.592 -0.393 4.492
H 0.051 3.267 4.028
H -1.914 4.415 4.928
H -4.047 4.411 3.674
H -4.166 3.323 1.460
H -2.173 2.253 0.499
H -0.810 4.297 0.205
H 0.026 6.258 -0.976
H 2.429 6.470 -1.511
H 4.005 4.722 -0.772
H 3.185 2.756 0.465

Output
LUMO (alpha / beta)   -7.0 / -6.8 eV
Net charge   +2
Kohn-Sham gap (alpha / beta)   5.1960 / 5.6215 eV


(3)
DFT (the ωB97M-V functional and the def2-TZVPD basis) results for a structure of composition C51H54P3PtSi at a distorted geometry.

Element x y z (Å)
Pt 0.099 0.169 -0.019
C 3.371 0.892 -0.602
Si 1.884 0.057 -1.406
C 1.495 1.025 -2.982
C 2.324 1.072 -4.103
C 2.006 1.882 -5.181
C 0.868 2.681 -5.146
C 0.047 2.667 -4.032
C 0.354 1.828 -2.963
P -0.594 1.809 -1.411
C -2.291 1.265 -1.719
C -2.807 1.054 -2.993
C -4.095 0.563 -3.149
C -4.876 0.280 -2.039
C -4.367 0.480 -0.763
C -3.079 0.963 -0.603
C -0.694 3.587 -1.034
C -1.883 4.218 -0.682
C -1.885 5.562 -0.336
C -0.702 6.287 -0.348
C 0.486 5.665 -0.710
C 0.491 4.323 -1.048
C 2.290 -1.746 -1.793
C 3.489 -2.154 -2.376
C 3.660 -3.468 -2.784
C 2.627 -4.387 -2.639
C 1.431 -4.004 -2.054
C 1.281 -2.698 -1.599
P -0.241 -2.048 -0.845
C -1.410 -2.174 -2.250
C -2.548 -2.974 -2.276
C -3.301 -3.079 -3.439
C -2.918 -2.406 -4.587
C -1.779 -1.611 -4.571
C -1.036 -1.491 -3.410
C -0.861 -3.251 0.356
C -0.141 -4.356 0.794
C -0.677 -5.196 1.763
C -1.934 -4.947 2.288
C -2.656 -3.837 1.863
C -2.117 -2.989 0.911
H 4.078 1.143 -1.399
H 3.870 0.252 0.124
H 3.094 1.823 -0.108
H 3.221 0.464 -4.146
H 2.650 1.903 -6.050
H 0.634 3.326 -5.982
H -0.817 3.320 -3.987
H -2.200 1.251 -3.867
H -4.487 0.395 -4.144
H -5.881 -0.101 -2.167
H -4.971 0.257 0.107
H -2.683 1.106 0.398
H -2.817 3.670 -0.683
H -2.815 6.044 -0.066
H -0.705 7.336 -0.085
H 1.410 6.229 -0.730
H 1.425 3.846 -1.327
H 4.298 -1.446 -2.519
H 4.594 -3.779 -3.232
H 2.758 -5.404 -2.983
H 0.622 -4.718 -1.949
H -2.853 -3.529 -1.402
H -4.183 -3.705 -3.446
H -3.499 -2.505 -5.495
H -1.468 -1.084 -5.464
H -0.149 -0.871 -3.417
H 0.846 -4.560 0.399
H -0.107 -6.050 2.103
H -2.351 -5.611 3.033
H -3.631 -3.628 2.281
H -2.675 -2.110 0.601
C -0.186 -2.083 3.505
C -0.399 -0.606 3.853
C -1.902 -0.320 3.871
C 0.209 -0.388 5.242
P 0.399 0.423 2.498
C 2.151 -0.101 2.621
C 2.500 -1.284 1.962
C 3.780 -1.807 2.048
C 4.749 -1.145 2.788
C 4.420 0.027 3.451
C 3.131 0.537 3.380
C 0.309 2.263 2.883
C -1.068 2.762 2.420
C 1.357 2.924 1.972
C 0.493 2.731 4.329
H -0.744 -2.686 4.225
H 0.862 -2.367 3.579
H -0.547 -2.326 2.510
H -2.387 -1.008 4.568
H -2.351 -0.470 2.886
H -2.124 0.693 4.207
H -0.192 -1.156 5.909
H -0.035 0.575 5.676
H 1.294 -0.505 5.227
H 1.755 -1.811 1.379
H 4.019 -2.725 1.526
H 5.754 -1.542 2.853
H 5.166 0.547 4.037
H 2.904 1.443 3.921
H -1.242 2.512 1.376
H -1.090 3.852 2.501
H -1.886 2.368 3.023
H 1.302 2.446 0.991
H 2.372 2.824 2.352
H 1.122 3.985 1.866
H -0.359 2.462 4.951
H 0.549 3.822 4.322
H 1.396 2.358 4.810

Output
LUMO   -2.9 eV
Net charge   +1
Energy relative to the best compared isomer or geometry (same formula, charge and spin)   0.00 kcal per mole
Kohn-Sham gap   7.1453 eV


(4)
DFT (the ωB97M-V functional and the def2-TZVPD basis) results for a structure of composition C51H55CaN3P2Sb2 at a distorted geometry.

Element x y z (Å)
Ca 0.315 0.837 0.037
C 2.790 -1.468 -2.707
C 3.127 -0.003 -2.373
P 3.303 0.364 -0.561
C 4.005 2.079 -0.551
C 4.340 2.542 0.725
C 5.130 3.668 0.890
C 5.584 4.359 -0.226
C 5.215 3.938 -1.494
C 4.427 2.805 -1.661
C 4.958 -0.346 -0.134
C 5.179 -1.087 1.023
C 6.450 -1.543 1.338
C 7.515 -1.270 0.494
C 7.308 -0.517 -0.651
C 6.042 -0.043 -0.957
C 1.593 -2.009 -1.899
P 2.273 -2.496 -0.232
C 2.256 -4.328 -0.329
C 2.603 -4.964 -1.521
C 2.662 -6.348 -1.585
C 2.404 -7.111 -0.456
C 2.097 -6.485 0.743
C 2.032 -5.102 0.810
C 0.896 -2.172 0.948
C 1.113 -1.249 1.989
C 0.170 -1.097 3.008
C -0.972 -1.884 3.017
C -1.191 -2.797 1.993
C -0.277 -2.930 0.961
H 3.675 -2.077 -2.495
H 2.595 -1.537 -3.778
H 2.317 0.640 -2.745
H 4.042 0.288 -2.887
H 4.034 1.963 1.593
H 5.417 3.988 1.884
H 6.221 5.225 -0.107
H 5.563 4.477 -2.366
H 4.186 2.470 -2.663
H 4.358 -1.318 1.689
H 6.603 -2.119 2.241
H 8.504 -1.638 0.733
H 8.137 -0.286 -1.307
H 5.915 0.576 -1.835
H 1.125 -2.865 -2.382
H 0.845 -1.214 -1.794
H 2.839 -4.390 -2.409
H 2.914 -6.830 -2.520
H 2.452 -8.190 -0.509
H 1.913 -7.074 1.631
H 1.804 -4.626 1.756
H 2.070 -0.741 2.078
H 0.369 -0.419 3.830
H -1.670 -1.819 3.843
H -2.071 -3.427 2.017
H -0.441 -3.680 0.196
C 1.027 3.562 -1.586
Sb 1.636 5.035 -0.080
C 0.973 3.763 1.575
C -0.203 6.219 -0.306
C -1.066 6.286 0.911
C -0.585 6.962 2.035
C -1.361 7.140 3.166
C -2.659 6.647 3.183
C -3.140 5.954 2.088
C -2.357 5.746 0.949
C -2.920 4.949 -0.183
Sb -2.428 2.835 0.018
C -3.650 2.167 -1.618
C -3.908 2.529 1.551
H 1.451 3.818 -2.556
H -0.059 3.524 -1.679
H 1.436 2.586 -1.296
H 1.484 4.078 2.483
H 1.281 2.730 1.362
H -0.101 3.842 1.735
H -0.715 5.824 -1.180
H 0.145 7.222 -0.557
H 0.419 7.374 1.996
H -0.964 7.674 4.019
H -3.292 6.811 4.045
H -4.160 5.586 2.101
H -2.593 5.285 -1.165
H -4.009 4.963 -0.163
H -4.540 2.792 -1.667
H -3.946 1.130 -1.465
H -3.110 2.245 -2.561
H -4.740 3.197 1.338
H -3.491 2.776 2.525
H -4.267 1.501 1.552
N -5.913 -3.250 0.202
C -6.642 -4.346 -0.184
C -7.840 -4.891 0.271
C -8.284 -6.020 -0.380
C -7.565 -6.599 -1.445
C -6.387 -6.058 -1.899
C -5.921 -4.899 -1.267
N -4.813 -4.140 -1.522
C -4.830 -3.169 -0.640
C -3.785 -2.174 -0.570
C -2.876 -2.073 -1.635
C -1.834 -1.184 -1.555
N -1.601 -0.402 -0.482
C -2.485 -0.488 0.523
C -3.584 -1.316 0.516
H -6.174 -2.600 0.922
H -8.393 -4.452 1.090
H -9.215 -6.475 -0.071
H -7.958 -7.491 -1.913
H -5.835 -6.496 -2.719
H -3.016 -2.703 -2.502
H -1.152 -1.081 -2.390
H -2.295 0.151 1.380
H -4.254 -1.312 1.366

Output
LUMO   -5.4 eV
Net charge   +2
Energy relative to the best compared isomer or geometry (same formula, charge and spin)   43.34 kcal per mole
Kohn-Sham gap   7.0542 eV